Entry 1:
The following is a quantum chemistry calculation of a single C5H11Br molecule in a non-equilibrium geometry, from the Open Molecules 2025 dataset.

Element x y z (Å)
C  -1.522  -1.148  0.462
C  0.349  1.745  0.693
C  0.491  0.271  -1.511
C  0.063  -1.166  0.621
C  0.656  0.062  -0.044
Br  2.713  -0.073  0.153
H  -1.732  -1.166  -0.697
H  -1.915  -0.197  0.954
H  -1.904  -2.107  0.996
H  0.658  2.365  -0.182
H  0.812  1.625  1.721
H  -0.671  2.009  0.883
H  0.469  -0.687  -2.065
H  -0.461  0.758  -1.669
H  1.192  0.942  -2.085
H  0.373  -1.158  1.619
H  0.429  -2.075  0.152

As for the molar mass: 151.05 g/mol. Its total charge is 0. Its largest force on an atom is 3.98 eV/Å. For the HOMO-LUMO gap, the calculation gives 10.6 eV. As for the LUMO energy: 0.84 eV. The SMILES is CCC(C)(C)Br.

Entry 2:
The following is a quantum chemistry calculation of a molecular structure, C12H15BCl2N6O2Ti in a non-equilibrium geometry, from the Open Molecules 2025 dataset.

Element x y z (Å)
C  2.801  -0.757  0.290
N  1.480  -0.668  -0.008
N  1.426  -0.171  -1.342
C  2.684  -0.066  -1.818
C  3.587  -0.403  -0.818
B  0.169  0.115  -2.210
N  -0.799  -1.052  -1.830
N  -1.067  -1.578  -0.563
C  -1.925  -2.613  -0.753
C  -1.988  -2.904  -2.112
C  -1.273  -1.910  -2.751
Ti  0.216  -1.365  1.725
N  -0.477  1.624  -2.141
N  -0.988  1.918  -0.922
C  -1.526  3.123  -0.945
C  -1.374  3.688  -2.252
C  -0.705  2.692  -3.002
H  -2.015  3.525  -0.052
H  -0.413  2.710  -4.048
H  -1.717  4.662  -2.536
H  0.453  0.022  -3.384
H  -1.021  -1.819  -3.797
H  2.878  0.250  -2.833
H  -2.457  -3.756  -2.571
H  4.666  -0.382  -0.862
H  -2.413  -3.137  0.062
H  3.115  -1.038  1.281
H  -1.662  -0.572  1.510
C  -1.821  -1.350  2.340
H  -2.647  -1.976  1.983
H  -0.929  -2.049  2.616
H  -2.167  -0.835  3.252
Cl  2.097  2.694  3.879
C  1.311  1.230  4.550
Cl  -0.187  1.585  5.494
C  1.007  0.210  3.426
O  1.500  -0.973  3.347
O  0.162  0.517  2.527
H  2.019  0.811  5.267

As for the molar mass: 404.88 g/mol. Its total charge is +4. Its largest force on an atom is 9.25 eV/Å. For the HOMO-LUMO gap (alpha / beta), the calculation gives 3.0 / 3.0 eV. As for the LUMO energy (alpha / beta): -18.89 / -18.89 eV.

Entry 3:
The following is a quantum chemistry calculation of a molecular structure, C36H90B2Cs2F8N6O12 in a non-equilibrium geometry, from the Open Molecules 2025 dataset.

Element x y z (Å)
Cs  1.527  -1.283  1.288
Cs  0.502  -3.545  5.125
B  -0.024  -4.602  1.563
F  0.659  -4.382  0.359
F  -1.090  -5.534  1.481
F  0.867  -5.231  2.529
F  -0.478  -3.354  2.062
B  2.251  -0.619  4.809
F  3.426  0.145  5.005
F  1.218  0.121  4.057
F  2.544  -1.820  4.099
F  1.663  -0.936  6.040
C  4.988  6.037  2.576
O  4.694  5.819  1.170
C  5.524  6.598  0.320
C  4.934  6.568  -1.063
N  4.832  5.221  -1.541
C  4.227  5.102  -2.859
C  4.351  3.593  -3.214
O  3.476  2.906  -2.348
C  3.518  1.539  -2.680
H  4.189  5.484  3.117
H  4.942  7.076  2.831
H  6.024  5.672  2.730
H  6.506  6.104  0.316
H  5.713  7.610  0.648
H  5.440  7.190  -1.780
H  3.870  7.010  -1.024
H  4.386  4.662  -0.825
H  4.800  5.585  -3.652
H  3.209  5.559  -3.001
H  5.344  3.211  -3.056
H  4.012  3.506  -4.284
H  3.329  0.794  -1.865
H  4.545  1.227  -2.947
H  2.948  1.244  -3.528
C  -4.407  -0.283  -0.039
O  -3.240  -0.435  0.677
C  -2.516  -1.634  0.306
C  -1.852  -1.543  -1.015
N  -0.707  -0.574  -1.025
C  0.019  -0.620  -2.358
C  0.901  -1.834  -2.505
O  2.079  -1.727  -1.620
C  2.898  -2.866  -1.740
H  -5.127  -1.166  0.080
H  -4.242  -0.235  -1.080
H  -4.957  0.618  0.310
H  -3.145  -2.559  0.393
H  -1.730  -1.782  1.071
H  -2.594  -1.301  -1.852
H  -1.573  -2.598  -1.241
H  -1.236  0.302  -0.973
H  0.681  0.237  -2.392
H  -0.697  -0.548  -3.200
H  1.288  -1.869  -3.532
H  0.519  -2.809  -2.335
H  2.338  -3.841  -1.851
H  3.470  -3.005  -0.829
H  3.604  -2.748  -2.579
C  -2.963  -5.737  4.086
O  -2.423  -4.451  4.321
C  -3.088  -3.482  3.559
C  -2.582  -2.139  4.110
N  -2.812  -2.069  5.542
C  -2.160  -1.010  6.245
C  -2.369  -1.030  7.732
O  -1.959  -2.276  8.327
C  -2.178  -2.300  9.702
H  -3.981  -5.897  4.539
H  -2.263  -6.458  4.469
H  -2.954  -5.922  2.995
H  -4.143  -3.407  3.785
H  -2.934  -3.541  2.452
H  -3.080  -1.338  3.552
H  -1.514  -1.946  3.907
H  -2.833  -2.925  6.049
H  -2.553  -0.044  5.837
H  -1.048  -0.952  5.958
H  -3.479  -0.761  7.969
H  -1.797  -0.316  8.341
H  -1.428  -1.786  10.286
H  -2.070  -3.378  9.970
H  -3.196  -2.044  10.056
C  5.714  -1.283  1.204
O  5.139  -0.106  0.686
C  5.244  0.977  1.592
C  4.232  2.027  1.368
N  2.927  1.531  1.855
C  1.944  2.555  1.801
C  2.190  4.005  2.323
O  1.131  4.747  1.790
C  1.194  6.138  1.900
H  6.694  -1.158  1.702
H  5.848  -1.961  0.344
H  5.036  -1.710  1.962
H  6.272  1.322  1.529
H  5.046  0.604  2.615
H  4.209  2.385  0.345
H  4.640  2.887  1.879
H  2.962  1.241  2.782
H  1.021  2.076  2.107
H  1.767  2.678  0.699
H  3.154  4.393  1.915
H  2.174  4.020  3.451
H  2.164  6.499  1.436
H  0.924  6.395  2.944
H  0.371  6.497  1.278
C  -1.679  3.049  0.324
O  -1.061  2.766  -0.914
C  -0.806  3.786  -1.829
C  -0.926  3.259  -3.203
N  -2.288  2.858  -3.466
C  -2.457  2.284  -4.853
C  -3.685  1.433  -4.975
O  -3.632  0.278  -4.111
C  -4.625  -0.658  -4.308
H  -1.061  3.476  1.110
H  -2.076  2.123  0.732
H  -2.568  3.676  0.057
H  0.278  4.091  -1.681
H  -1.389  4.724  -1.687
H  -0.224  2.361  -3.360
H  -0.615  4.033  -3.936
H  -2.581  2.122  -2.760
H  -1.513  1.764  -5.151
H  -2.519  3.115  -5.555
H  -3.825  1.160  -6.018
H  -4.515  2.086  -4.842
H  -5.600  -0.197  -4.046
H  -4.510  -1.552  -3.734
H  -4.761  -1.074  -5.354
C  -5.533  -4.191  -1.791
O  -4.402  -4.680  -2.567
C  -3.364  -5.003  -1.678
C  -2.156  -5.152  -2.596
N  -1.896  -3.947  -3.468
C  -1.212  -4.349  -4.729
C  -1.031  -3.108  -5.582
O  -2.309  -2.601  -6.032
C  -2.237  -1.687  -7.119
H  -6.062  -3.510  -2.448
H  -5.139  -3.709  -0.984
H  -6.166  -5.032  -1.512
H  -3.497  -5.955  -1.177
H  -3.096  -4.188  -0.904
H  -2.270  -5.978  -3.258
H  -1.273  -5.431  -1.952
H  -2.749  -3.536  -3.771
H  -1.854  -5.117  -5.284
H  -0.237  -4.716  -4.492
H  -0.305  -3.294  -6.403
H  -0.522  -2.390  -4.997
H  -1.288  -1.196  -7.102
H  -3.081  -0.962  -7.004
H  -2.516  -2.238  -8.016

As for the molar mass: 1238.56 g/mol. Its total charge is 0. Its largest force on an atom is 3.70 eV/Å. For the HOMO-LUMO gap, the calculation gives 8.6 eV. As for the LUMO energy: 0.18 eV.

Entry 4:
The following is a quantum chemistry calculation of a single C6H14O molecule in a non-equilibrium geometry, from the Open Molecules 2025 dataset.

Element x y z (Å)
C  1.407  2.504  1.709
C  0.301  1.991  0.789
C  0.292  0.469  0.665
C  -0.822  -0.072  -0.238
C  -0.731  -1.600  -0.344
C  -1.245  -2.315  -1.572
O  0.092  -2.726  -2.231
H  1.401  3.597  1.777
H  2.395  2.195  1.347
H  1.288  2.105  2.723
H  -0.674  2.332  1.163
H  0.417  2.435  -0.210
H  1.259  0.124  0.274
H  0.192  0.025  1.668
H  -0.706  0.361  -1.242
H  -1.790  0.299  0.142
H  0.274  -1.947  -0.788
H  -0.959  -2.098  0.612
H  -1.843  -3.210  -1.384
H  -1.713  -1.667  -2.319
H  0.368  -3.628  -1.989

As for the molar mass: 102.18 g/mol. Its total charge is 0. Its largest force on an atom is 3.20 eV/Å. For the HOMO-LUMO gap, the calculation gives 11.0 eV. As for the LUMO energy: 1.05 eV. The SMILES is CCCCCCO.

Calculated total energy (computed, Ha): -2771.06018 -2738.04583 -3546.21837 -312.19340